11
Properties=species:S:1:pos:R:3:forces:R:3:lowdin_charge:R:1 method="wB97M-V/def2-TZVPD" gap_ev=7.31 lumo_ev=-1.96 e_tot_ev=-18590.5347 smiles="C#CC1=CC=NC1=S"
C -2.4928 1.5927 -0.1715 10.91 -5.78 -1.84 0.165
C -1.3285 0.9986 -0.4126 -6.77 2.28 2.47 -0.030
C -0.1644 0.0791 -0.2428 -1.54 3.16 0.18 -0.303
C 1.1172 0.4617 -0.3210 3.10 1.09 0.96 -0.012
C 1.8694 -0.8192 0.0359 1.36 0.46 -1.30 -0.111
N 1.1100 -1.7918 0.4332 2.38 0.89 -0.34 0.025
C -0.1533 -1.2492 0.4294 -1.99 -0.84 -0.36 -0.856
S -1.3911 -2.0297 1.0915 -0.29 0.28 -0.01 0.832
H -3.3338 2.1257 -0.2699 -2.67 1.72 -0.17 -0.032
H 1.7771 1.5173 -0.3151 -2.53 -2.96 -0.66 0.183
H 2.9903 -0.8852 -0.2570 -1.95 -0.29 1.08 0.140

***

62
Properties=species:S:1:pos:R:3:forces:R:3:lowdin_charge:R:1 method="wB97M-V/def2-TZVPD" gap_ev=9.33 lumo_ev=-0.16 e_tot_ev=-37042.8866
C -0.1512 -1.8111 -0.5926 0.28 -0.59 0.08 -0.108
N 0.2342 -0.5446 -1.1850 -0.51 0.79 -0.27 -0.112
C -0.2548 -0.2827 -2.5823 1.88 -0.65 0.58 -0.363
C 0.8779 0.5948 -3.1862 -0.94 -0.44 -1.48 -0.177
C 1.0637 1.9627 -2.6191 0.35 -0.20 0.79 -0.190
C 0.9392 3.1155 -3.2638 -0.34 -0.86 -0.43 0.013
C -1.6599 0.2544 -2.6781 -0.01 0.87 0.39 -0.043
H 0.1634 -1.8429 0.4628 -0.30 0.11 -0.19 0.081
H -1.1956 -2.1198 -0.6877 -0.05 0.30 0.14 0.067
H 0.4414 -2.5874 -1.0978 -0.05 0.05 -0.01 0.080
H -0.0934 0.2695 -0.6695 -0.34 -0.38 0.38 0.090
H -0.1958 -1.2639 -3.0949 -0.03 0.47 0.11 0.147
H 1.7788 -0.0091 -3.1322 0.31 0.08 0.43 0.110
H 0.6999 0.6367 -4.2687 -0.15 0.38 0.01 0.114
H 1.3940 1.9473 -1.5788 -0.09 0.27 0.00 0.090
H 1.1043 4.0789 -2.8106 0.03 0.07 0.02 0.053
H 0.6342 3.0360 -4.3062 0.07 0.47 0.06 0.063
H -1.8610 1.0164 -1.9068 0.16 -0.31 0.00 0.073
H -2.3894 -0.5428 -2.5468 -0.10 0.13 -0.28 0.066
H -1.7792 0.8069 -3.6136 -0.23 -0.44 -0.19 0.088
H -1.9226 -0.3953 3.5793 0.11 0.19 -0.06 0.064
H -0.4044 -0.1338 3.3462 -0.06 0.03 0.26 -0.002
O -1.3026 0.0725 3.0018 -0.08 -0.03 -0.36 -0.082
H 3.6329 -4.0134 -3.1774 0.01 0.37 0.41 0.034
H 4.5449 -2.8791 -2.5774 -0.73 -0.35 -0.51 -0.014
O 4.4273 -3.4896 -3.3059 0.86 -0.29 -1.11 -0.060
H -3.3902 0.4088 1.0242 -0.20 0.34 0.03 0.046
H -1.9395 0.0702 1.3288 -0.27 -0.16 -0.01 0.001
O -2.5889 0.1029 0.5993 0.38 0.03 -0.16 -0.067
H -2.5928 3.3469 -2.5015 0.01 0.00 -0.28 0.009
H -3.5269 3.8885 -1.4760 -0.39 -0.03 0.06 -0.004
O -3.3975 3.8724 -2.4337 0.32 -0.08 0.28 -0.065
H 4.4757 -2.6621 -0.9796 -0.09 -0.45 0.69 0.065
H 3.1850 -3.4925 -0.5063 0.38 0.06 0.29 0.037
O 3.5144 -2.6904 -0.9629 -0.21 0.75 0.26 -0.068
H 2.4465 -3.9544 1.5957 -0.55 0.36 -0.14 0.040
H 1.3546 -3.9993 0.4512 -0.42 0.32 0.39 0.030
O 2.1898 -4.3506 0.7519 0.82 -0.67 -0.31 -0.038
H -3.2460 -1.1841 -0.6563 0.14 -0.40 0.23 -0.018
H -4.5036 -2.0200 -0.6952 0.13 -0.24 -0.12 0.040
O -3.5597 -2.0792 -0.8905 -0.32 0.45 -0.04 -0.089
H 2.4946 -1.3232 1.7926 -0.09 -0.13 0.11 0.019
H 3.3357 -1.8899 2.9626 0.16 -0.02 0.06 0.072
O 2.4563 -1.9311 2.5771 0.14 -0.13 -0.21 -0.069
H 0.6251 0.9423 1.5750 0.25 -0.05 -0.20 0.017
H 2.1168 1.3804 1.4241 -0.04 -0.35 -0.32 0.032
O 1.2564 1.6456 1.7633 -0.29 0.43 0.50 -0.041
H -3.4816 3.8689 1.1045 0.03 -0.33 0.29 0.023
H -4.8195 3.1290 1.0772 -0.61 0.07 0.32 0.035
O -4.0010 3.2246 0.6072 0.55 0.16 -0.63 -0.044
H -1.6034 1.2207 5.1537 -0.06 0.05 0.06 0.032
H -1.0073 -0.0703 5.6507 0.14 0.05 0.18 0.023
O -1.7906 0.4824 5.7440 -0.03 -0.09 0.01 -0.055
H 3.0941 -1.1317 -0.1017 -0.14 0.35 0.14 0.027
H 1.8670 -0.2615 -0.2519 0.06 -0.09 -0.05 0.022
O 2.6474 -0.3730 0.3476 0.09 -0.46 -0.37 -0.106
H -1.4425 2.6920 2.5462 0.28 0.12 -0.34 0.017
H -1.2241 4.1511 1.9596 0.41 -0.45 0.04 0.048
O -1.7712 3.5966 2.5214 -0.60 0.36 0.31 -0.047
H 1.5478 -0.9594 3.7676 -0.01 0.68 -0.17 0.028
H 1.4360 0.6044 3.5415 0.24 0.01 -0.13 0.030
O 1.1167 -0.1314 4.0803 -0.28 -0.47 0.44 -0.065

***

63
Properties=species:S:1:pos:R:3:forces:R:3:mulliken_spin:R:1 method="wB97M-V/def2-TZVPD" gap_ev="10.76 / 5.91" charge=+1 lumo_ev="-2.76 / -7.61" e_tot_ev=-36490.2100 multiplicity=2
N 0.6738 0.5114 1.2585 0.09 0.73 -2.28 0.039
C 0.1813 -0.5756 0.4315 0.97 -0.90 -0.66 0.082
C 1.3679 -1.2518 -0.2637 1.87 -1.74 -0.27 -0.002
C 1.5521 -2.7861 0.3338 0.79 1.73 -4.01 0.005
C -0.8143 -0.0627 -0.7146 -0.23 -0.09 0.48 0.069
N -2.0079 0.4576 -0.0983 -0.76 1.43 -2.95 0.594
C -2.3463 1.9412 -0.4005 0.58 0.43 -2.07 0.017
C -3.1237 -0.3968 -0.3358 -0.64 -1.33 0.72 -0.014
H -0.0988 0.8874 1.7620 -0.45 0.75 0.61 0.008
H 0.9971 1.3342 0.5753 -0.97 -1.74 1.87 0.009
H -0.3112 -1.4382 1.0021 0.09 1.65 -0.44 -0.006
H 2.3711 -0.7527 -0.2270 -1.16 -0.02 0.82 0.004
H 1.2856 -1.2642 -1.3628 -0.49 -0.45 0.58 0.000
H 2.6482 -3.0483 0.3208 -1.30 0.16 0.33 0.001
H 1.0143 -3.3919 -0.4725 0.96 0.26 1.99 0.000
H 1.0618 -2.7910 1.2706 0.01 -0.51 0.88 0.000
H -1.0586 -0.9135 -1.4469 0.27 1.35 1.22 0.036
H -0.4731 0.8318 -1.2323 1.26 -0.65 -0.26 -0.008
H -3.3333 1.9238 -0.9927 1.43 -0.06 1.04 0.018
H -1.4982 2.2115 -1.1491 -1.69 0.13 1.42 0.011
H -2.4417 2.7876 0.3522 0.41 -1.72 -0.18 0.013
H -2.7678 -1.4431 -0.1414 -0.80 0.80 0.14 0.024
H -3.8728 0.0030 0.3281 -0.87 -0.71 0.29 0.011
H -3.5704 -0.3978 -1.3740 0.88 0.41 0.74 0.046
H 3.8412 -0.0021 2.4718 7.82 -7.23 4.19 0.000
H 2.3104 0.2499 2.3910 1.12 -0.28 -0.12 0.000
O 3.2432 0.4976 2.1995 -8.72 7.29 -3.90 0.001
H -1.0433 0.0227 3.7125 0.59 -0.89 0.56 -0.001
H 0.2437 -0.4891 3.1520 1.17 -0.04 -0.75 0.002
O -0.3634 -0.6997 3.8383 -0.91 1.45 0.69 0.001
H -2.4495 0.7916 2.2399 0.11 -1.24 -1.75 0.015
H -2.5452 1.6657 3.2429 -0.03 0.05 1.65 0.000
O -2.5018 0.6951 3.1763 -0.42 1.56 0.04 0.008
H 0.3382 -3.6433 -2.3664 1.48 -2.20 -0.31 0.000
H -0.5487 -2.8910 -1.4330 -0.10 -0.26 0.16 0.001
O -0.2070 -2.9032 -2.3319 -1.84 1.65 0.03 0.001
H 0.3959 2.9918 1.9671 -0.05 -0.17 1.42 0.000
H 1.0805 2.1501 3.0326 0.95 -0.37 0.42 0.000
O 0.2896 2.6507 2.9050 -0.95 1.09 -1.76 0.000
H 2.8639 1.3458 -2.1291 -0.65 -0.22 -0.86 0.000
H 3.3257 1.0563 -3.5761 -1.94 0.16 0.86 0.000
O 2.4751 1.1761 -3.0362 2.72 -0.05 0.08 0.000
H -0.6703 0.7444 -4.1263 -2.18 -0.64 0.69 0.001
H -2.2694 0.9833 -3.6235 -2.34 -2.13 1.35 0.000
O -1.5144 1.2879 -4.0137 4.30 2.30 -2.17 0.000
H 2.7967 0.9266 0.4156 1.12 1.27 -1.41 0.000
H 4.1207 1.4397 0.0715 2.04 0.28 0.47 0.000
O 3.2687 1.4933 -0.3006 -2.59 -1.15 0.77 0.000
H -0.5849 -3.8596 1.9501 -1.03 0.09 -1.28 0.000
H -2.0039 -3.8458 1.2235 3.34 -0.24 -0.34 0.000
O -0.9733 -3.8565 1.0258 -2.89 0.11 1.32 0.000
H -0.3575 2.3666 -3.2720 -0.51 0.23 0.25 -0.002
H 1.0439 2.9010 -3.2100 0.42 0.03 0.21 0.000
O 0.2360 2.8767 -2.6879 -0.21 -0.05 -0.25 0.001
H 0.6560 3.0114 -0.9819 -0.24 0.01 -1.67 -0.001
H 2.0600 2.9990 -0.1918 -3.03 0.51 -0.06 0.000
O 1.0248 3.1800 -0.1276 3.30 -0.56 1.97 0.004
H -1.0371 -2.2764 4.0363 1.99 -0.22 1.29 0.000
H -2.0646 -2.0756 3.3122 -1.73 0.30 -1.18 0.000
O -1.5935 -2.8627 3.5438 -0.62 -0.92 -0.10 0.000
H 1.1359 -0.2963 -3.0721 0.26 0.09 -0.30 0.000
H 0.1582 -1.5509 -3.2695 0.43 1.26 -0.38 -0.001
O 0.3844 -0.6272 -3.5814 -0.43 -0.80 0.13 0.010

***

63
Properties=species:S:1:pos:R:3:forces:R:3:mulliken_spin:R:1 method="wB97M-V/def2-TZVPD" gap_ev="10.54 / 5.02" charge=+1 lumo_ev="-2.79 / -8.10" e_tot_ev=-36490.6613 multiplicity=2
N -2.0546 2.7710 0.8755 -0.66 -0.45 -1.74 0.209
C -1.6000 1.5935 0.1662 -0.07 0.43 1.39 0.033
C -1.2912 0.5426 1.2359 0.70 0.86 -0.09 0.031
C -0.3221 2.1477 -0.5524 -0.43 -2.71 -3.09 0.043
N -0.3676 1.8038 -1.9928 4.15 0.59 1.36 0.471
C 0.0774 0.4392 -2.2899 -0.97 -3.46 -0.49 0.030
C 1.6882 0.1788 -2.1249 -1.34 -0.79 -0.08 0.084
C 2.4228 0.4074 -3.4197 2.72 0.87 1.64 0.004
H -2.7840 3.2139 0.3143 0.16 0.46 1.17 -0.005
H -2.1347 2.6722 1.8760 -0.52 0.29 -0.05 0.004
H -2.3566 1.2192 -0.5899 0.89 0.47 0.87 -0.019
H -0.2900 0.8093 1.6777 -1.05 -0.77 -0.31 -0.007
H -1.2961 -0.4406 0.7802 0.22 -0.23 0.35 0.001
H -2.0564 0.6458 2.0211 0.35 -0.61 -0.30 -0.002
H 0.6735 1.7289 -0.2485 -0.90 -0.32 0.42 0.076
H -0.1454 3.1700 -0.4442 -0.26 1.77 0.14 0.003
H 0.3708 2.4426 -2.4175 -1.74 -0.41 -0.13 0.009
H -0.3013 0.0367 -3.3312 0.89 1.20 1.78 0.013
H -0.3433 -0.3536 -1.5597 0.23 1.86 -0.88 -0.013
H 1.9053 0.7775 -1.2390 0.70 0.03 -0.39 -0.004
H 1.8829 -0.8896 -1.8782 -0.85 0.61 0.19 0.004
H 1.9932 -0.2227 -4.1699 0.09 -0.01 -0.74 0.000
H 2.4612 1.4573 -3.5936 -0.71 0.96 -1.09 0.000
H 3.5764 0.2862 -3.3189 -1.94 -0.71 -0.05 0.007
H -3.2143 -2.9161 0.4960 -0.60 -1.29 0.40 0.000
H -4.5074 -1.9389 0.8594 1.13 -0.97 -0.48 0.000
O -3.6802 -2.0983 0.3443 -0.50 1.78 -0.37 0.000
H 2.1704 2.7840 0.4112 0.48 -0.41 2.28 -0.002
H 3.0706 2.6089 -0.8356 0.69 -0.14 0.49 0.000
O 2.2881 3.0180 -0.4788 -0.69 0.91 -2.53 0.015
H -1.6093 -1.2108 3.9250 1.81 -0.25 0.41 0.000
H -0.0328 -1.5983 4.3369 -0.85 -0.39 -0.14 0.000
O -0.7515 -0.9576 4.3861 -0.22 0.98 0.18 0.000
H -2.8494 1.5569 -2.4557 0.66 1.11 1.31 -0.001
H -2.8345 0.7629 -3.6289 -0.18 0.10 -1.02 0.001
O -3.4699 1.1862 -3.0508 -0.41 -0.52 -0.77 0.010
H 4.4057 -0.4609 -0.3248 0.07 0.43 -0.32 0.000
H 2.9562 -0.5872 0.2994 -0.08 0.32 -0.09 -0.002
O 3.7747 -1.0366 0.0966 0.55 -0.91 0.05 0.001
H -1.4084 -2.4688 2.4171 -1.36 0.44 0.83 0.000
H -2.5937 -1.8995 1.6599 0.20 0.11 3.12 0.000
O -2.2757 -2.0229 2.6557 0.71 -0.77 -3.73 0.000
H 0.2767 2.8853 1.8678 -1.65 0.22 -0.90 -0.001
H 1.0675 1.9606 2.7626 0.32 -2.13 0.95 0.000
O 1.0042 2.8281 2.4419 1.58 2.05 -0.08 0.005
H 4.4069 0.6351 1.2587 0.22 -1.29 0.42 0.000
H 3.8004 1.8339 1.9390 -0.05 0.10 0.44 0.000
O 4.3127 1.5667 1.1752 -0.23 1.26 -0.58 0.000
H 1.3464 -0.0262 3.7891 1.45 0.75 0.21 0.000
H 1.9898 -0.3347 2.5416 1.01 0.59 0.59 0.000
O 2.2292 0.1939 3.3536 -2.83 -1.31 -0.86 0.000
H -1.1329 -2.1168 -1.7603 -1.42 0.79 -0.52 0.001
H -0.5301 -3.2798 -2.4876 0.14 0.29 0.76 0.000
O -0.4490 -2.7545 -1.6630 1.37 -1.45 -0.15 0.000
H 2.0344 -2.4612 1.1846 0.53 -0.22 0.17 0.000
H 0.9463 -1.9148 0.3094 -0.02 0.12 0.09 0.000
O 1.4989 -1.6762 1.0694 -1.00 0.02 -0.19 0.000
H -2.8544 -0.7929 -2.9709 -0.43 1.61 0.07 -0.001
H -2.7913 -1.3114 -1.3900 -0.92 1.03 -0.08 0.000
O -2.8328 -1.4705 -2.3357 0.87 -3.11 0.52 0.000
H -0.9797 -3.8317 0.0157 -0.47 -0.81 0.84 0.000
H -0.9853 -4.9037 1.2240 -0.61 0.87 -0.72 0.000
O -1.5047 -4.1871 0.7857 1.10 0.12 -0.45 0.000

***

30
Properties=species:S:1:pos:R:3:forces:R:3:mulliken_spin:R:1 method="wB97M-V/def2-TZVPD" gap_ev="5.37 / 5.24" charge=-1 lumo_ev="-0.48 / -0.48" e_tot_ev=-147436.4029 multiplicity=2
Au 0.2119 -2.0906 0.2402 -0.98 -1.50 1.99 -0.003
S -3.0200 -3.7191 4.5155 0.14 -0.14 0.33 0.879
Sb -2.5744 -2.2727 2.7268 -0.92 0.83 -0.04 -0.033
S 0.0722 -2.3657 2.6682 0.48 0.19 -0.59 0.004
S 0.5638 -4.0754 1.8043 0.04 0.70 -0.72 0.001
S -2.8430 -0.2287 3.8134 0.30 -0.81 -0.39 0.149
F 0.9355 0.2167 -1.1154 0.37 -0.42 0.45 0.000
As 2.3206 0.3896 -0.0579 0.85 2.02 0.30 0.000
F 1.9233 2.1277 -0.0206 0.30 -0.94 -0.05 0.000
F 1.2362 0.2082 1.3627 0.14 -0.05 -0.42 0.000
F 3.6176 0.7170 1.0598 -0.32 -0.20 -0.41 0.000
F 2.6906 -1.3234 0.0458 -0.41 0.49 -0.15 0.000
F 3.3519 0.5380 -1.4349 -0.30 0.03 0.45 0.000
N 0.5383 -2.6127 -1.7002 -0.07 -0.21 -0.06 -0.001
C 0.7407 -2.0897 -2.7217 -0.01 -0.21 0.08 0.000
C 0.9232 -1.5848 -3.9712 -0.07 -0.04 0.38 0.000
C 2.1906 -1.4582 -4.5439 0.61 -0.11 -0.18 0.000
N 3.2089 -1.3950 -5.0733 0.39 0.10 -0.14 0.000
C -0.1947 -1.2460 -4.7373 -0.59 0.15 -0.31 0.000
N -1.1051 -0.9761 -5.3868 -0.30 0.10 -0.19 0.000
N -2.2668 3.7327 1.1745 0.03 0.15 0.05 0.000
C -1.5702 2.5796 1.2283 0.30 -0.09 0.36 -0.003
N -0.4706 2.5175 1.9772 -0.13 0.08 0.03 0.002
N -2.0405 1.5876 0.5177 -0.56 0.97 -0.51 0.001
C -1.6677 0.3863 0.4426 -0.12 -0.83 0.16 0.003
N -1.5627 -0.7711 0.3142 0.68 -0.05 -0.26 0.000
H -2.0986 4.4604 1.8450 -0.01 -0.02 -0.03 0.000
H -3.1566 3.7070 0.7060 0.08 -0.05 0.06 0.000
H -0.0747 3.3405 2.3962 -0.04 -0.01 -0.08 0.000
H 0.1200 1.7000 1.9247 0.13 -0.12 -0.09 0.000

***

16
Properties=species:S:1:pos:R:3:forces:R:3:lowdin_charge:R:1 method="wB97M-V/def2-TZVPD" gap_ev="9.49 / 5.32" lumo_ev="0.65 / -1.26" e_tot_ev=-88683.9494
C -1.7374 -0.8614 -1.0478 0.98 2.20 1.44 -0.067
C -2.2746 -0.5411 0.2439 1.16 -1.14 -1.82 -0.072
C -0.6681 -0.0397 -1.2466 1.12 2.33 -0.85 -0.072
C -1.4418 0.3501 0.8082 -1.05 0.70 1.34 -0.109
C 0.4358 1.6919 -0.0249 0.94 1.37 0.27 -0.420
C 2.6430 -0.7441 0.9225 2.16 -0.65 -0.71 -0.696
N -0.5512 0.8078 -0.0964 0.51 -2.08 -1.55 -0.014
F 0.6710 2.5279 0.9534 -0.61 0.10 1.09 0.159
F 1.3922 1.7909 -0.9151 -0.05 -0.10 -0.87 0.057
F 1.5399 -1.3138 1.2553 -0.97 -0.38 0.53 0.065
F 3.6996 -1.4179 1.4672 -1.18 0.86 -0.26 -0.016
Br 2.8750 -0.6274 -0.9928 0.27 -0.28 0.40 0.785
H -2.0257 -1.5254 -1.7623 -1.12 -1.78 -1.60 0.066
H -3.0598 -1.0428 0.7035 -1.12 -0.65 0.82 0.080
H -0.0090 0.3359 -2.1001 -1.33 -1.34 1.13 0.135
H -1.4887 0.6091 1.8321 0.29 0.84 0.62 0.119

***

16
Properties=species:S:1:pos:R:3:forces:R:3:lowdin_charge:R:1 method="wB97M-V/def2-TZVPD" gap_ev=9.17 lumo_ev=-1.54 e_tot_ev=-84889.2809 smiles="N#CC1=NC[C@H](Br)C=C1[N+](=O)[O-]"
N 2.9180 -2.0885 0.7066 0.12 -0.13 -0.07 0.209
C 2.0760 -1.4044 0.3382 1.78 -1.14 0.47 -0.156
C 1.0885 -0.5024 -0.0795 -2.50 -1.85 2.68 -0.273
N 1.3001 0.2228 -1.0397 0.87 1.92 -2.07 0.129
C 0.4041 1.2682 -1.4339 -1.56 -1.59 0.11 -0.228
C -0.9286 1.4123 -0.5673 0.00 0.71 -2.71 -0.603
Br -0.5081 2.9077 0.6856 -0.75 -0.39 -0.30 0.700
C -1.2377 0.2060 0.2251 -0.46 -1.04 2.38 -0.069
C -0.2518 -0.6364 0.6263 -1.46 1.28 -1.92 -0.048
N -0.5991 -1.8151 1.4570 0.35 0.01 0.02 -0.368
O -1.6834 -2.3353 1.3976 -1.02 0.53 -0.73 0.098
O 0.2715 -2.2170 2.1756 1.25 0.08 0.68 0.104
H 0.2121 1.1374 -2.5058 -0.27 -0.07 0.21 0.128
H 1.0211 2.1137 -1.3601 0.43 1.56 0.11 0.070
H -1.8180 1.6410 -1.3310 1.83 0.02 2.13 0.151
H -2.2650 0.0901 0.7053 1.39 0.10 -0.99 0.155

***

18
Properties=species:S:1:pos:R:3:forces:R:3:lowdin_charge:R:1 method="wB97M-V/def2-TZVPD" gap_ev="7.12 / 6.89" lumo_ev="-2.43 / -2.64" e_tot_ev=-62316.1593
C 0.6035 0.6947 1.1300 0.16 0.09 0.14 -0.046
C 1.1158 -0.1250 -1.0824 0.07 -0.04 -0.02 -0.041
C 1.8679 1.2511 1.2243 -0.05 -0.04 -0.08 -0.086
C 2.3807 0.4299 -0.9977 0.07 0.09 0.12 -0.087
C 0.2518 0.0111 -0.0155 -0.67 -0.42 -0.12 -0.271
C 2.7458 1.1114 0.1573 -0.29 -0.16 -0.11 -0.667
N -4.3684 -1.4730 -0.6777 -0.70 -0.25 -0.95 -0.880
O -2.1935 0.5352 -0.4274 0.03 0.35 -0.16 -0.501
O -1.7446 -1.2042 1.2088 0.29 0.19 0.30 -0.374
O -1.4605 -1.6791 -1.1622 0.34 0.15 -0.26 -0.318
S -1.3731 -0.7249 -0.0950 0.77 0.17 0.20 0.458
Cl 4.3258 1.7910 0.2686 0.22 0.10 0.02 0.689
Cl -3.9756 -2.7615 0.2928 -0.34 -0.39 0.46 0.666
Cl -4.1263 -0.0577 -0.1123 0.03 0.13 0.46 1.001
H -0.1094 0.7667 1.9353 0.00 0.05 0.17 0.121
H 0.7968 -0.6787 -1.9493 0.01 -0.06 -0.18 0.118
H 2.1784 1.7792 2.1118 0.02 0.05 0.06 0.108
H 3.0849 0.3337 -1.8094 0.04 0.00 -0.05 0.109